(1)
Molecular formula: C27H23F3N2O5STc
Method: DFT, ωB97M-V/def2-TZVPD

XYZ file:
```
62
Properties=species:S:1:pos:R:3:forces:R:3
Tc -0.55712 1.65886 -0.58446 0.4 0.0 -0.2
N -0.13098 0.44290 -2.20754 0.0 0.0 0.0
C 0.23735 1.21166 -3.39629 -0.1 0.1 0.0
C 1.39939 0.87791 -4.06387 0.0 0.0 0.0
C 1.76906 1.59631 -5.19060 0.0 0.0 0.0
C 0.96952 2.63957 -5.63036 0.0 0.0 0.0
C -0.19316 2.96245 -4.95070 0.0 0.0 0.0
C -0.59153 2.25494 -3.81548 0.0 0.0 0.0
C -1.81862 2.63900 -3.08181 0.0 -0.1 0.0
C -2.89356 3.19681 -3.76420 0.0 0.0 0.0
C -4.01778 3.64149 -3.08108 0.0 0.0 0.0
C -4.09986 3.56598 -1.69106 0.0 0.0 0.0
C -3.04243 3.03195 -0.98999 0.1 0.0 0.1
C -1.91491 2.52039 -1.66679 0.0 0.3 -0.2
H 0.63237 -0.19675 -1.99085 0.0 0.0 0.0
H -0.95160 -0.13055 -2.40804 0.0 0.0 0.0
H 2.01625 0.05805 -3.71335 0.0 0.0 0.0
H 2.67855 1.34274 -5.71696 0.0 0.0 0.0
H 1.25892 3.21399 -6.49929 0.0 0.0 0.0
H -0.78367 3.80439 -5.28385 0.0 0.0 0.0
H -2.86738 3.27382 -4.84218 0.0 0.0 0.0
H -4.84145 4.06365 -3.64198 0.0 0.0 0.0
H -4.97711 3.92980 -1.17461 0.0 0.0 0.0
H -3.09153 2.97895 0.09333 0.0 0.0 0.0
C 1.86619 -4.03214 0.45036 0.0 0.0 0.0
O 1.67744 -2.96527 1.38258 0.0 0.0 0.0
C 2.03593 -3.19324 2.66486 0.0 0.0 0.0
C 2.56761 -4.38491 3.14443 0.0 0.0 0.0
C 2.92538 -4.50021 4.47977 0.0 0.0 0.0
C 2.77278 -3.44011 5.36119 0.0 0.0 0.0
C 2.24193 -2.25098 4.89817 0.0 0.0 0.0
C 1.85431 -2.13998 3.56997 0.0 -0.1 0.0
N 1.36017 -0.87115 3.12264 0.0 0.0 0.0
C 0.32909 -0.56263 2.40117 0.0 0.0 0.0
C -0.74473 -1.39439 1.94600 -0.1 0.0 0.0
C -1.07965 -2.61551 2.55654 0.0 0.0 0.0
C -2.20407 -3.31109 2.17558 0.0 0.0 0.0
C -3.01648 -2.81231 1.16014 0.0 0.0 0.0
C -2.71573 -1.61477 0.53527 0.0 0.0 0.0
C -1.59174 -0.90231 0.92964 -0.1 -0.1 -0.1
O -1.35434 0.28105 0.32287 0.0 -0.1 0.4
H 1.51339 -3.65820 -0.50591 0.0 0.0 0.0
H 1.28079 -4.90649 0.73679 0.0 0.0 0.0
H 2.92108 -4.29611 0.37089 0.0 0.0 0.0
H 2.71864 -5.22269 2.48044 0.0 0.0 0.0
H 3.34073 -5.43516 4.83067 0.0 0.0 0.0
H 3.06620 -3.53781 6.39615 0.0 0.0 0.0
H 2.11013 -1.40856 5.56661 0.0 0.0 0.0
H 1.92656 -0.08509 3.42318 0.0 0.0 0.0
H 0.27316 0.49101 2.16057 0.0 0.0 0.0
H -0.46212 -3.00022 3.35586 0.0 0.0 0.0
H -2.45857 -4.23847 2.66870 0.0 0.0 0.0
H -3.89939 -3.36005 0.85824 0.0 0.0 0.0
H -3.35141 -1.21369 -0.24253 0.0 0.0 0.0
F 0.88464 4.99091 1.32760 0.0 0.0 0.0
C 0.85799 3.69375 1.42780 0.1 0.0 0.0
F -0.45716 3.27187 1.27553 -0.1 0.0 0.0
F 1.25577 3.29529 2.62012 0.0 0.0 0.0
S 1.80652 2.84622 0.08373 -0.1 0.3 0.0
O 3.10828 3.36980 0.00784 0.0 0.0 0.0
O 1.57659 1.43185 0.41628 -0.1 -0.2 0.1
O 0.87537 3.10345 -1.06772 -0.1 0.0 -0.1
```
Forces are in eV/Å.

Values from the calculation:
Total charge = +2
Molar mass = 642.55 g mol⁻¹
HOMO (alpha / beta) = -13.991 / -13.996 eV
LUMO level (alpha / beta) = -8.13 / -7.50 eV
<S²> = 0.909
Spin multiplicity = 2

Löwdin population analysis, charges in e, atoms 1 to 8:
1. Tc 1.569
2. N 0.023
3. C -0.234
4. C -0.010
5. C -0.033
6. C -0.029
7. C 0.007
8. C -0.132

(2)
Molecular formula: C2H3N2O2S
Method: DFT, ωB97M-V/def2-TZVPD

XYZ file:
```
10
Properties=species:S:1:pos:R:3:forces:R:3
C -1.35815 -0.62595 1.01725 1.6 -2.5 0.4
C -0.97227 0.56218 0.59812 -2.2 -1.4 0.3
N 1.62692 -0.33883 -1.71551 0.2 -0.1 -2.5
N 1.17579 -0.55763 -0.62526 -1.0 -0.2 -1.7
O 1.52262 -0.67882 0.47746 1.1 -0.2 3.1
O -1.25350 1.76157 0.87973 -0.1 1.0 0.9
S -0.90579 -0.69511 -0.68877 1.0 1.4 -0.6
H -1.39628 -1.59399 1.63140 -0.3 2.2 -0.4
H 2.65151 -0.39494 -1.94221 -0.8 0.2 1.2
H -1.09085 2.56154 0.36778 0.6 -0.3 -0.7
```
Forces are in eV/Å.

Values from the calculation:
Total charge = +1
Molar mass = 119.12 g mol⁻¹
HOMO = -14.563 eV
LUMO level = -5.52 eV

Löwdin population analysis, charges in e, atoms 1 to 8:
1. C -0.125
2. C -0.523
3. N 0.148
4. N -0.507
5. O 0.076
6. O 0.203
7. S 1.240
8. H 0.159

(3)
Molecular formula: C24H76N8O24
Method: DFT, ωB97M-V/def2-TZVPD

XYZ file:
```
132
Properties=species:S:1:pos:R:3:forces:R:3
C -0.28981 -5.65749 -0.92888 0.1 -0.5 0.6
O 0.75726 -5.28199 -0.38594 0.0 0.6 -0.4
N -0.61789 -6.95997 -0.88949 0.8 -1.2 0.4
N -1.17948 -4.83218 -1.48737 0.0 1.0 -0.6
H -1.20745 -7.32825 -1.59259 -0.9 -0.2 -0.6
H 0.18444 -7.54750 -0.69640 -0.3 0.1 0.3
H -2.01962 -5.20328 -1.90909 0.0 -0.2 0.0
H -0.73217 -4.08137 -1.99622 -0.4 0.8 0.0
C 3.31826 0.17394 0.89655 2.1 1.1 -2.0
O 3.94611 1.16964 0.40130 -1.2 -2.2 0.4
N 3.49031 -1.14463 0.53373 -0.1 1.1 0.3
N 2.33199 0.33628 1.74415 -1.1 0.4 1.7
H 3.11101 -1.85551 1.11684 -0.3 -0.5 0.2
H 4.14854 -1.44622 -0.13531 0.8 0.1 -0.6
H 2.10035 1.22784 2.13601 0.2 0.8 0.0
H 2.03639 -0.40801 2.33132 -0.4 -0.7 0.1
C 3.66939 0.44840 -3.36125 1.5 0.2 0.9
O 3.09458 0.35769 -4.40882 -0.6 -1.3 -2.4
N 3.30800 1.38984 -2.49753 0.4 0.5 1.8
N 4.76925 -0.35670 -2.97283 -1.1 -0.1 -0.3
H 2.67208 2.11883 -2.76588 -0.2 -0.2 -0.2
H 3.61568 1.32218 -1.53680 0.1 0.3 0.2
H 5.46286 -0.04429 -2.32252 -0.1 0.5 0.2
H 5.14494 -0.94989 -3.68739 -0.1 0.0 -0.3
C 0.24527 -1.71157 -3.73542 -0.4 1.9 0.7
O -0.62952 -2.12012 -2.97038 -0.6 -0.9 0.4
N 1.34843 -2.41781 -4.01127 -0.6 -0.1 0.1
N 0.16986 -0.41436 -4.21592 -0.6 0.1 -0.1
H 1.42149 -3.38558 -3.70562 0.4 0.5 -0.2
H 1.97780 -1.91040 -4.57545 1.3 -0.2 -0.7
H -0.74714 0.08623 -4.12313 1.2 -0.8 0.1
H 0.97979 0.11467 -4.54929 -0.3 -0.5 0.1
C -3.56758 2.65495 2.30110 0.1 -1.7 1.4
C -2.88069 2.94744 3.60171 0.7 -1.0 1.4
O -1.81314 1.97501 3.85597 -1.6 -0.7 -1.0
O -4.31172 3.78991 1.98734 0.2 1.0 -1.4
H -4.23745 1.78743 2.40116 0.3 0.0 -0.3
H -2.70043 2.37085 1.66391 -1.0 0.6 -0.6
H -3.52900 2.92773 4.51824 0.3 0.4 -1.0
H -2.44727 3.91845 3.41064 0.4 0.4 0.6
H -2.25871 1.12631 3.55222 1.1 0.9 0.5
H -5.19561 3.71184 2.32979 -0.4 -0.1 0.1
C 4.12747 4.58106 -0.27310 -0.9 -1.0 1.1
C 4.76043 5.55839 0.69166 1.2 -0.5 -1.6
O 5.11622 4.97461 1.95382 0.1 0.0 -1.9
O 2.91355 4.03449 0.27757 -0.2 0.7 -0.6
H 4.77783 3.73366 -0.41944 0.7 -0.2 -0.1
H 3.97722 5.03146 -1.26228 -0.3 0.2 0.3
H 4.18260 6.46310 0.77283 -0.6 0.3 0.5
H 5.62983 5.88530 0.08037 0.3 0.0 0.8
H 4.73273 5.59125 2.54136 -0.4 0.6 1.5
H 3.04390 3.09392 0.44314 0.3 -0.1 0.1
C -1.76096 5.57940 0.79535 0.8 -0.7 0.0
C -0.24095 5.28701 0.66334 -0.9 1.4 -0.9
O 0.36766 6.29425 1.48257 1.4 -0.2 -0.5
O -2.49827 4.55295 0.04494 2.9 1.6 -0.4
H -1.90891 6.60281 0.42613 -0.5 -0.4 0.0
H -1.91430 5.54656 1.89403 -0.6 0.0 -0.7
H 0.09178 5.35802 -0.40104 -0.2 -0.1 0.7
H -0.09034 4.29992 1.02031 0.6 -1.0 0.5
H 1.34499 6.35333 1.28729 -1.7 -0.4 0.2
H -3.35269 4.35137 0.35587 -1.7 0.1 1.2
C 1.10283 3.64312 5.42068 -0.5 0.7 0.5
C 1.21340 3.75872 3.92945 2.2 0.4 0.8
O 0.96410 2.72208 3.04600 -0.3 -1.9 -0.5
O 1.94002 2.72129 6.05376 0.9 -1.7 -0.6
H 0.09137 3.53091 5.75957 -0.8 -0.3 0.2
H 1.44857 4.62450 5.79750 -0.3 -0.2 -0.3
H 2.30383 3.91992 3.90549 -0.1 0.2 -1.0
H 0.72205 4.64091 3.60950 -0.6 1.1 -0.3
H 0.12534 2.23893 3.18302 0.0 0.7 0.4
H 2.19460 1.98314 5.44606 -0.5 1.0 0.7
C -0.97906 3.35212 -3.85863 1.0 -0.6 -0.9
C -1.93547 2.35143 -4.50145 0.9 1.2 -1.0
O -2.28889 1.27743 -3.70984 -0.1 -1.1 1.2
O 0.28604 2.75231 -3.60337 0.1 -0.1 0.3
H -1.30442 3.91247 -2.99302 -0.7 -0.4 0.5
H -0.79202 4.11326 -4.59051 0.2 0.4 -0.7
H -1.51073 1.93361 -5.47564 -0.3 0.7 1.2
H -2.77485 2.97595 -4.76907 -0.9 -0.1 -0.2
H -2.08559 1.44099 -2.76836 -0.2 0.2 -0.3
H 0.12281 2.12227 -2.89037 0.1 0.1 0.0
C 0.43503 -2.63894 2.06515 1.0 0.5 -0.2
C -0.38436 -3.81518 2.49903 -0.1 0.1 -1.4
O -1.49352 -3.87833 1.55175 -0.6 -0.3 2.8
O -0.15631 -1.34788 2.18662 -0.3 -0.2 0.2
H 0.64180 -2.87748 1.01737 0.3 0.4 -0.2
H 1.39509 -2.63926 2.60869 -0.1 -0.1 0.0
H -0.65598 -3.75834 3.54679 -0.8 0.0 -0.1
H 0.25954 -4.69530 2.35449 -0.2 0.1 0.2
H -1.10499 -3.78573 0.70209 0.5 0.0 -1.4
H -0.15123 -0.87960 1.32018 0.0 -0.5 0.0
C -5.49035 -6.22550 0.00114 0.1 -0.8 0.0
C -4.00614 -6.00008 -0.32695 -0.2 -0.7 0.1
O -3.72165 -6.50498 -1.66105 -0.3 0.7 0.2
O -6.32684 -5.48100 -0.89688 -0.1 0.4 1.0
H -5.74042 -6.01422 1.03867 0.3 0.4 0.1
H -5.77233 -7.28198 -0.10414 0.3 0.0 -0.3
H -3.29920 -6.60577 0.25908 -0.6 0.4 0.5
H -3.78616 -4.93201 -0.16014 0.1 -0.3 -0.6
H -4.55683 -6.47364 -2.14239 0.1 0.2 -0.2
H -6.81393 -4.85932 -0.32296 0.4 -0.2 -0.8
C -3.34312 -0.58598 0.75580 -1.5 1.4 2.0
C -4.66020 -1.34878 0.65990 0.0 0.5 -0.1
O -4.53913 -2.64344 1.18142 -1.1 -0.8 -0.4
O -2.94150 -0.43401 2.17034 1.4 -1.2 -0.6
H -3.55517 0.43688 0.42963 0.2 0.0 -0.3
H -2.56575 -0.97646 0.15177 0.8 -0.6 -0.4
H -4.97141 -1.35027 -0.42146 0.2 -0.2 0.8
H -5.48626 -0.85990 1.24271 0.8 0.0 -0.5
H -3.65276 -2.85197 1.44827 0.9 0.0 0.2
H -2.09540 -0.96448 2.34314 -1.4 0.8 -0.5
C 4.15439 -4.54478 -0.79301 0.5 0.2 3.0
C 3.35287 -3.93746 -1.85239 -1.0 0.8 -0.6
O 2.63532 -4.89190 -2.58643 -0.9 -1.0 -0.6
O 3.31606 -4.86661 0.36270 -0.3 0.6 -1.0
H 4.96111 -3.90781 -0.35750 -0.4 -0.1 -0.7
H 4.62213 -5.44040 -1.13856 0.3 -0.8 -0.3
H 3.92832 -3.41147 -2.60302 0.3 0.4 0.1
H 2.60702 -3.27252 -1.39062 0.4 0.5 -0.1
H 1.93376 -5.26839 -2.02186 0.5 0.2 0.0
H 2.38144 -4.66027 0.10857 1.0 -0.6 0.4
C -0.10008 1.94177 -0.25259 1.3 1.3 1.0
C 0.45380 0.64028 -0.78313 -1.2 0.8 -0.7
O -0.32887 -0.46862 -0.44073 0.0 -1.8 -0.1
O -1.21045 2.45064 -0.93885 -0.7 -0.9 -0.8
H 0.71989 2.68513 -0.34814 0.0 -0.4 -0.1
H -0.24138 1.91039 0.84895 -0.3 -0.4 -0.4
H 1.44832 0.47808 -0.46733 1.0 0.2 0.4
H 0.46757 0.63761 -1.85792 0.2 0.4 -0.8
H -0.03930 -1.17748 -1.07926 -1.0 0.6 0.7
H -1.60557 3.29020 -0.59354 0.4 -0.5 0.3
```
Forces are in eV/Å.

Values from the calculation:
Molar mass = 860.90 g mol⁻¹
HOMO = -9.490 eV
LUMO level = 0.40 eV

Löwdin population analysis, charges in e, atoms 1 to 8:
1. C -0.653
2. O -0.016
3. N 0.196
4. N 0.210
5. H 0.089
6. H 0.125
7. H 0.090
8. H 0.082